# 1
Formula: C30H60AlClO14S6
Source: the OMol25 dataset
Level of theory: ωB97M-V/def2-TZVPD

Results
HOMO-LUMO gap = 8.27 eV
Calculated total energy = -5323.69175 Ha

```
! wB97M-V def2-TZVPD RIJCOSX def2/J DEFGRID3
* xyz 2 1
Al -2.36 1.20 0.26
Cl -0.10 1.68 0.05
C 5.95 -1.62 -2.00
C 5.03 -0.34 -2.06
C 4.58 -0.20 -0.64
S 4.08 -1.79 -0.12
O 2.77 -2.09 -0.62
O 4.34 -2.15 1.24
C 5.20 -2.67 -1.21
H 6.89 -1.35 -1.50
H 6.21 -2.01 -2.99
H 4.14 -0.49 -2.70
H 5.63 0.51 -2.37
H 3.72 0.49 -0.55
H 5.28 0.13 0.11
H 4.58 -3.26 -1.85
H 5.78 -3.33 -0.55
C -5.62 -1.84 -2.49
C -6.05 -0.38 -2.77
C -5.20 0.55 -1.88
S -4.66 -0.31 -0.43
O -5.40 0.14 0.74
O -3.09 -0.34 -0.40
C -5.18 -1.97 -1.01
H -4.78 -2.21 -3.13
H -6.53 -2.43 -2.67
H -7.06 -0.14 -2.45
H -5.85 -0.22 -3.84
H -5.59 1.54 -1.63
H -4.30 0.63 -2.48
H -6.06 -2.19 -0.37
H -4.40 -2.72 -0.83
C 3.89 -0.34 5.16
C 3.32 -1.71 5.60
C 2.10 -1.95 4.69
S 1.64 -0.39 3.95
O 0.29 -0.22 4.36
O 2.04 -0.28 2.59
C 2.68 0.60 4.89
H 4.36 -0.60 4.19
H 4.63 0.01 5.89
H 3.08 -1.70 6.69
H 4.09 -2.46 5.40
H 1.14 -2.28 5.10
H 2.30 -2.57 3.82
H 2.11 0.87 5.78
H 3.01 1.49 4.37
C -0.83 3.60 -2.90
C -1.01 4.93 -2.36
C -1.68 4.62 -0.98
S -3.11 3.61 -1.56
O -4.40 4.11 -2.21
O -3.41 2.41 -0.48
C -2.05 2.79 -2.71
H -0.01 3.22 -2.27
H -0.58 3.46 -3.96
H -1.81 5.44 -2.90
H -0.28 5.70 -2.19
H -1.98 5.42 -0.28
H -1.28 3.74 -0.48
H -2.44 2.45 -3.70
H -1.86 1.89 -2.06
C 4.19 4.93 3.01
C 4.50 3.89 1.91
C 3.21 3.13 1.67
S 1.96 4.35 1.81
O 1.14 3.86 2.90
O 1.35 4.72 0.51
C 3.04 5.75 2.32
H 5.04 5.57 3.29
H 3.88 4.33 3.85
H 5.30 3.20 2.15
H 4.78 4.54 1.06
H 2.99 2.47 2.54
H 3.14 2.55 0.73
H 2.49 6.56 2.79
H 3.49 6.13 1.39
C -0.08 -3.02 -5.34
C 0.90 -3.50 -4.25
C 0.37 -2.87 -2.94
S -0.19 -1.26 -3.41
O 0.69 -0.24 -2.92
O -1.59 -1.07 -3.15
C -0.12 -1.54 -5.14
H -1.10 -3.36 -5.20
H 0.21 -3.28 -6.36
H 1.91 -3.12 -4.45
H 0.96 -4.59 -4.11
H 1.15 -2.77 -2.15
H -0.43 -3.48 -2.57
H 0.72 -0.99 -5.58
H -1.03 -1.10 -5.49
C -2.81 -5.41 0.87
C -2.81 -5.25 -0.64
O -2.71 -4.16 -1.17
C -3.02 -6.52 -1.45
H -3.77 -5.86 1.17
H -2.50 -4.50 1.36
H -1.94 -6.00 1.11
H -3.02 -7.46 -0.92
H -2.23 -6.60 -2.22
H -4.06 -6.57 -1.80
C -3.20 -0.06 3.97
C -3.04 1.13 3.15
O -2.61 1.09 1.97
C -2.95 2.55 3.65
H -3.72 -0.85 3.37
H -3.76 0.07 4.89
H -2.26 -0.60 4.16
H -3.19 2.60 4.73
H -3.41 3.32 3.03
H -1.83 2.58 3.64
*
```

# 2
Formula: C30H60B3Cl24FO5
Source: the OMol25 dataset
Level of theory: ωB97M-V/def2-TZVPD

Results
HOMO-LUMO gap = 10.38 eV
Calculated total energy = -12774.66594 Ha

```
! wB97M-V def2-TZVPD RIJCOSX def2/J DEFGRID3
* xyz 0 1
C 1.28 2.06 -1.27
C 0.59 0.74 -0.89
C 0.18 -0.09 -2.11
F -0.73 -1.08 -1.64
B 1.40 -0.86 -2.76
O 2.56 -0.24 -3.17
B 3.51 -1.22 -3.43
O 3.70 -2.18 -2.42
B 2.48 -2.82 -2.21
C 2.31 -4.08 -1.30
C 1.49 -3.75 -0.02
C 2.35 -3.11 1.02
O 2.72 -3.66 2.03
O 2.68 -1.84 0.74
O 1.37 -2.26 -2.86
H 2.32 1.91 -1.57
H 1.28 2.71 -0.39
H 0.74 2.59 -2.05
H -0.34 0.96 -0.37
H 1.19 0.13 -0.22
H -0.38 0.52 -2.82
H 4.08 -1.32 -4.47
H 3.27 -4.52 -1.02
H 1.76 -4.84 -1.87
H 0.61 -3.13 -0.26
H 1.12 -4.68 0.41
H 3.27 -1.55 1.45
Cl 0.31 1.37 2.30
C -1.03 1.05 3.43
C -1.67 -0.28 3.16
Cl -2.54 -0.30 1.59
H -1.75 1.86 3.33
H -0.62 1.06 4.44
H -2.41 -0.51 3.93
H -0.93 -1.08 3.14
Cl -6.36 -1.67 4.80
C -6.17 -0.80 6.35
C -5.01 0.15 6.28
Cl -3.46 -0.73 6.15
H -6.05 -1.54 7.13
H -7.09 -0.25 6.53
H -4.97 0.77 7.18
H -5.09 0.81 5.42
Cl -5.23 4.19 7.20
C -3.54 4.70 7.46
C -2.63 4.09 6.43
Cl -2.51 2.32 6.64
H -3.25 4.41 8.46
H -3.51 5.79 7.39
H -1.63 4.50 6.52
H -2.99 4.28 5.42
Cl 3.23 0.30 -7.46
C 4.61 1.32 -6.94
C 5.93 0.61 -7.08
Cl 6.05 -0.73 -5.90
H 4.43 1.62 -5.91
H 4.60 2.21 -7.57
H 6.74 1.30 -6.87
H 6.07 0.19 -8.07
Cl 1.23 4.71 -3.40
C 1.27 4.60 -5.19
C 2.15 3.47 -5.64
Cl 3.87 3.80 -5.29
H 1.62 5.56 -5.57
H 0.25 4.45 -5.52
H 2.06 3.33 -6.72
H 1.88 2.53 -5.16
Cl -8.50 -4.03 1.22
C -6.89 -3.40 1.68
C -5.79 -3.94 0.80
Cl -5.51 -5.68 1.06
H -6.72 -3.65 2.72
H -6.93 -2.31 1.58
H -4.86 -3.43 1.03
H -6.02 -3.78 -0.25
Cl 6.45 2.28 -9.71
C 5.99 3.27 -11.12
C 6.42 4.71 -10.96
Cl 5.52 5.54 -9.67
H 4.91 3.20 -11.23
H 6.47 2.83 -11.99
H 6.24 5.25 -11.89
H 7.48 4.78 -10.72
Cl 6.32 -3.51 5.63
C 6.06 -3.66 3.87
C 6.70 -4.90 3.31
Cl 8.48 -4.80 3.34
H 6.44 -2.76 3.40
H 4.98 -3.71 3.71
H 6.41 -5.01 2.26
H 6.41 -5.79 3.86
Cl 5.64 -5.46 11.40
C 5.21 -4.78 9.80
C 5.70 -3.37 9.64
Cl 4.83 -2.23 10.69
H 4.14 -4.84 9.69
H 5.68 -5.42 9.05
H 5.54 -3.04 8.61
H 6.76 -3.29 9.87
Cl -8.29 0.23 9.28
C -8.34 2.00 9.45
C -9.05 2.67 8.30
Cl -8.13 2.52 6.78
H -7.31 2.35 9.54
H -8.86 2.22 10.38
H -9.16 3.73 8.51
H -10.03 2.24 8.14
Cl -4.87 -3.43 -4.56
C -4.98 -1.70 -4.14
C -5.02 -1.48 -2.65
Cl -6.54 -2.07 -1.93
H -5.86 -1.29 -4.62
H -4.09 -1.22 -4.55
H -4.95 -0.42 -2.43
H -4.20 -2.00 -2.15
Cl -1.72 3.29 -7.38
C -1.37 3.29 -9.13
C -0.33 2.27 -9.50
Cl 1.29 2.68 -8.88
H -1.07 4.29 -9.41
H -2.31 3.05 -9.64
H -0.24 2.21 -10.58
H -0.59 1.28 -9.11
*
```

# 3
Formula: C30H61BNO24P3SSi2
Source: the OMol25 dataset
Level of theory: ωB97M-V/def2-TZVPD

Results
HOMO-LUMO gap = 8.85 eV
Calculated total energy = -5066.57142 Ha

```
! wB97M-V def2-TZVPD RIJCOSX def2/J DEFGRID3
* xyz 0 1
C -2.11 -0.78 7.86
B -2.30 -1.56 6.50
O -2.10 -2.93 6.47
Si -2.82 -0.68 4.76
O -2.62 -1.82 3.55
Si -1.65 -1.41 2.25
C -1.93 -2.83 0.99
O -2.40 -3.99 1.70
N -3.80 -4.05 1.60
O -4.27 -4.59 2.52
C -2.17 0.18 1.38
C -1.27 1.40 1.46
C -1.29 2.29 0.39
C -0.54 3.48 0.38
C 0.26 3.80 1.47
C 1.04 5.09 1.52
C 0.31 2.90 2.54
C -0.44 1.74 2.53
P 0.52 -1.54 2.85
O 0.70 -1.08 4.43
O 1.51 -0.68 1.88
S 0.98 -3.41 2.74
P -5.00 -0.12 4.94
P -4.98 1.84 5.87
O -3.97 2.74 5.27
O -4.70 1.73 7.46
O -6.45 2.49 5.73
H -1.65 -1.47 8.58
H -3.10 -0.55 8.27
H -1.51 0.13 7.76
H -1.37 -3.10 5.86
H -2.09 0.58 4.51
H -2.66 -2.50 0.25
H -0.99 -3.09 0.51
H -2.32 -0.05 0.32
H -3.16 0.47 1.76
H -1.92 2.07 -0.47
H -0.62 4.14 -0.47
H 0.34 5.92 1.64
H 1.66 5.10 2.42
H 1.62 5.26 0.61
H 0.94 3.16 3.39
H -0.37 1.08 3.39
H 1.22 -0.27 4.52
H 2.03 -0.06 2.41
H -5.48 0.18 3.65
H -4.95 0.85 7.78
H -6.92 2.41 6.57
C -6.15 -6.44 0.63
C -7.39 -5.83 1.25
O -8.59 -6.31 0.64
C -8.98 -7.52 1.03
O -8.44 -8.22 1.84
O -10.09 -7.83 0.35
C -10.59 -9.15 0.61
H -6.16 -6.30 -0.45
H -5.26 -5.99 1.04
H -6.12 -7.52 0.82
H -7.39 -4.75 1.09
H -7.42 -5.99 2.33
H -10.72 -9.31 1.68
H -9.91 -9.89 0.20
H -11.55 -9.22 0.12
C 3.71 4.80 -5.13
C 2.24 4.56 -5.38
O 1.85 3.23 -4.99
C 1.67 3.07 -3.68
O 1.80 3.92 -2.84
O 1.34 1.80 -3.44
C 1.21 1.49 -2.06
H 4.31 4.03 -5.61
H 4.01 5.77 -5.52
H 3.94 4.77 -4.06
H 2.03 4.62 -6.45
H 1.62 5.30 -4.88
H 0.52 2.15 -1.54
H 2.18 1.50 -1.57
H 0.80 0.48 -2.00
C -2.82 5.89 5.39
C -3.92 5.66 6.40
O -3.61 6.29 7.66
C -3.81 7.60 7.71
O -4.23 8.30 6.82
O -3.45 8.03 8.93
C -3.54 9.44 9.10
H -1.86 5.57 5.80
H -3.02 5.32 4.48
H -2.73 6.94 5.14
H -4.00 4.59 6.59
H -4.89 6.00 6.03
H -4.53 9.81 8.83
H -2.78 9.94 8.51
H -3.36 9.64 10.15
C 2.22 0.50 -6.20
C 2.18 -0.65 -7.18
O 3.29 -0.63 -8.09
C 4.44 -1.08 -7.59
O 4.61 -1.51 -6.48
O 5.38 -0.97 -8.53
C 6.69 -1.35 -8.11
H 2.31 1.45 -6.73
H 1.32 0.52 -5.59
H 3.08 0.42 -5.54
H 1.29 -0.56 -7.81
H 2.13 -1.61 -6.67
H 6.68 -2.35 -7.68
H 7.07 -0.63 -7.38
H 7.32 -1.35 -8.99
C 12.37 -5.53 -9.00
C 11.74 -4.25 -9.51
O 10.55 -3.92 -8.77
C 10.76 -3.37 -7.57
O 11.83 -3.12 -7.08
O 9.57 -3.16 -7.01
C 9.64 -2.64 -5.68
H 11.64 -6.34 -9.00
H 13.21 -5.81 -9.64
H 12.74 -5.41 -7.98
H 11.41 -4.37 -10.54
H 12.44 -3.42 -9.48
H 10.26 -1.75 -5.63
H 10.02 -3.40 -5.00
H 8.62 -2.38 -5.39
*
```

# 4
Formula: C30H61BrN3O5
Source: the OMol25 dataset
Level of theory: ωB97M-V/def2-TZVPD

Results
HOMO-LUMO gap (spin up / spin down) = 6.29 / 7.16 eV
Calculated total energy = -4293.71298 Ha

```
! wB97M-V def2-TZVPD RIJCOSX def2/J DEFGRID3
* xyz 1 3
C 4.17 3.56 1.35
C 3.76 2.35 0.51
O 4.24 1.16 1.15
C 3.25 0.24 1.49
C 2.25 0.74 2.56
C 1.75 -0.48 3.37
C 0.25 -0.33 3.80
C -0.65 -1.36 3.12
N -1.68 -0.76 2.19
Br -2.83 0.36 3.19
C -1.02 -0.19 0.97
C -1.72 0.96 0.22
C -0.89 2.26 0.32
C -1.17 3.10 1.54
O -2.41 3.81 1.38
C -2.52 4.69 2.45
O -2.07 5.75 2.40
H 5.18 3.83 1.08
H 3.50 4.40 1.18
H 4.17 3.28 2.40
H 2.69 2.33 0.30
H 4.29 2.43 -0.44
H 3.76 -0.61 1.92
H 2.70 -0.13 0.61
H 1.44 1.29 2.09
H 2.83 1.37 3.22
H 1.87 -1.41 2.82
H 2.33 -0.51 4.28
H -0.01 0.70 3.56
H 0.16 -0.41 4.87
H -0.12 -2.15 2.62
H -1.23 -1.85 3.89
H -2.25 -1.56 1.89
H -0.01 0.11 1.18
H -0.92 -1.03 0.29
H -2.77 1.11 0.45
H -1.68 0.70 -0.83
H 0.17 2.05 0.23
H -1.14 2.85 -0.56
H -1.12 2.56 2.49
H -0.38 3.85 1.58
H -3.07 4.35 3.34
C -0.67 4.41 -4.78
C 0.28 4.56 -3.58
C 1.15 5.81 -3.72
C 2.30 5.66 -4.71
C 3.13 4.42 -4.37
C 2.29 3.14 -4.28
N 1.09 3.32 -3.40
O 1.48 3.24 -2.17
C 1.88 2.73 -5.71
C 3.17 1.99 -3.79
C -0.66 4.78 -2.40
H -0.17 4.15 -5.71
H -1.42 3.64 -4.59
H -1.19 5.35 -4.97
H 1.57 6.08 -2.75
H 0.52 6.66 -4.02
H 1.92 5.60 -5.73
H 2.94 6.54 -4.67
H 3.92 4.29 -5.11
H 3.64 4.59 -3.41
H 1.09 1.97 -5.69
H 2.73 2.31 -6.24
H 1.54 3.56 -6.33
H 3.63 2.20 -2.83
H 3.97 1.81 -4.50
H 2.59 1.07 -3.71
H -1.27 3.89 -2.21
H -1.34 5.60 -2.61
H -0.13 5.03 -1.48
C -2.65 -6.14 3.60
C -2.93 -5.28 2.35
C -3.97 -5.96 1.45
C -3.41 -7.12 0.63
C -2.18 -6.67 -0.16
C -1.10 -6.05 0.73
N -1.66 -4.98 1.62
O -1.81 -3.89 0.94
C -0.43 -7.17 1.55
C 0.03 -5.49 -0.14
C -3.55 -4.01 2.90
H -2.10 -7.06 3.40
H -2.07 -5.57 4.33
H -3.58 -6.43 4.07
H -4.38 -5.22 0.75
H -4.80 -6.31 2.06
H -3.17 -7.97 1.28
H -4.17 -7.47 -0.07
H -1.76 -7.52 -0.70
H -2.49 -5.94 -0.92
H 0.18 -6.76 2.36
H 0.23 -7.76 0.92
H -1.13 -7.89 1.97
H -0.33 -4.76 -0.87
H 0.49 -6.30 -0.71
H 0.80 -5.03 0.47
H -2.81 -3.46 3.49
H -4.39 -4.23 3.55
H -3.91 -3.36 2.11
*
```